{"formula": "C33H28Cl9F5", "method": "ωB97M-V/def2-TZVPD", "orbital_gap_ev": 9.47, "total_charge": 0, "energy_ha": -5915.24272, "molar_mass_da": 838.65, "multiplicity": 1, "max_force_ev_per_a": 4.59, "smiles": "ClC(Cl)Cl.ClC(Cl)Cl.ClC(Cl)Cl.Fc1ccccc1.Fc1ccccc1.Fc1ccccc1.Fc1ccccc1.Fc1ccccc1", "symbols": ["Cl", "C", "Cl", "Cl", "H", "Cl", "C", "Cl", "Cl", "H", "Cl", "C", "Cl", "Cl", "H", "F", "C", "C", "C", "C", "C", "C", "H", "H", "H", "H", "H", "F", "C", "C", "C", "C", "C", "C", "H", "H", "H", "H", "H", "F", "C", "C", "C", "C", "C", "C", "H", "H", "H", "H", "H", "F", "C", "C", "C", "C", "C", "C", "H", "H", "H", "H", "H", "F", "C", "C", "C", "C", "C", "C", "H", "H", "H", "H", "H"], "coordinates": [[0.410, -7.892, -1.980], [0.520, -6.141, -2.096], [1.511, -5.326, -0.926], [-1.121, -5.523, -2.044], [0.815, -5.958, -3.130], [4.309, 0.639, -2.982], [4.953, 1.542, -4.382], [5.304, 0.314, -5.713], [6.242, 2.679, -4.036], [4.134, 2.183, -4.789], [0.596, -1.149, 5.425], [-0.705, -1.891, 4.574], [-1.978, -0.742, 4.135], [-1.314, -3.204, 5.597], [-0.357, -2.351, 3.667], [-1.991, -3.468, 1.187], [-1.670, -4.414, 2.094], [-2.624, -5.063, 2.856], [-2.281, -6.137, 3.684], [-0.989, -6.648, 3.658], [-0.025, -5.960, 2.867], [-0.396, -4.863, 2.114], [-3.678, -4.715, 2.750], [-3.062, -6.635, 4.290], [-0.702, -7.530, 4.215], [1.002, -6.298, 2.994], [0.300, -4.344, 1.524], [1.860, 2.353, 1.941], [1.639, 3.531, 1.296], [0.553, 3.611, 0.442], [0.377, 4.824, -0.294], [1.253, 5.864, -0.154], [2.341, 5.745, 0.738], [2.543, 4.586, 1.474], [-0.182, 2.743, 0.246], [-0.454, 4.852, -1.087], [1.198, 6.649, -0.878], [2.979, 6.571, 0.763], [3.427, 4.434, 2.091], [-2.241, -0.298, -7.719], [-1.230, -0.726, -6.868], [-1.159, -2.020, -6.385], [-0.114, -2.417, -5.558], [0.988, -1.563, -5.362], [0.912, -0.243, -5.831], [-0.233, 0.138, -6.534], [-1.898, -2.768, -6.662], [-0.067, -3.453, -5.254], [1.859, -1.889, -4.806], [1.690, 0.483, -5.705], [-0.292, 1.102, -7.064], [-2.028, 8.202, 3.804], [-2.256, 6.897, 4.055], [-3.038, 6.140, 3.189], [-3.285, 4.784, 3.488], [-2.590, 4.171, 4.612], [-1.697, 4.966, 5.321], [-1.478, 6.286, 5.008], [-3.405, 6.613, 2.195], [-3.844, 4.085, 2.840], [-2.701, 3.106, 4.861], [-1.208, 4.476, 6.166], [-0.745, 6.878, 5.522], [1.052, -2.147, 1.428], [0.717, -1.444, 0.343], [1.111, -0.151, 0.256], [0.753, 0.508, -0.928], [0.072, -0.078, -1.989], [-0.293, -1.432, -1.900], [0.134, -2.127, -0.734], [1.736, 0.300, 1.038], [0.927, 1.544, -0.956], [-0.253, 0.467, -2.884], [-0.677, -2.087, -2.586], [0.038, -3.172, -0.531]], "forces_ev_per_a": [[0.510, -0.310, 0.445], [-0.772, -0.177, -1.202], [0.500, -0.373, 0.007], [-0.679, 0.527, 0.209], [0.580, 0.211, 0.499], [0.446, 0.550, -0.332], [-1.409, -0.142, -1.085], [0.115, 1.047, 0.926], [0.140, -0.606, 0.082], [0.637, -0.856, 0.424], [0.759, 0.694, 0.116], [-0.636, -0.507, 0.139], [0.091, -0.098, 0.075], [-0.356, -0.087, -0.092], [0.201, 0.008, -0.286], [-0.261, 0.147, 0.449], [-1.212, -1.028, 0.003], [-1.598, 0.711, -0.052], [-0.429, -0.442, -0.225], [0.546, 1.232, -0.825], [-0.764, -1.011, 1.600], [1.343, -0.544, 0.340], [0.932, -0.364, 0.334], [0.500, 0.421, -0.459], [-0.042, 0.095, 0.110], [-0.094, 0.225, -0.588], [0.964, 0.458, -0.616], [0.061, 0.528, 0.007], [-0.217, -0.022, -0.218], [-1.335, 0.025, -0.854], [-1.399, -1.801, -0.704], [0.784, -0.660, 0.240], [-1.511, -0.834, -0.599], [-0.160, -0.261, -0.302], [1.472, 1.550, 0.727], [1.326, 0.052, 1.424], [-0.028, 0.723, 0.151], [1.214, 0.901, 0.371], [-0.306, 0.118, -0.006], [1.126, -0.702, 1.102], [-0.519, -0.521, -0.158], [-0.914, -0.658, -0.018], [1.041, 0.600, -0.921], [-0.624, 0.544, 0.334], [-1.081, -1.063, -0.124], [0.654, 1.730, -1.247], [-0.109, 0.255, 0.049], [-0.043, 0.015, 0.205], [-0.063, -0.047, -0.016], [0.399, 0.058, 0.159], [0.166, -0.211, 0.678], [-0.244, -0.053, -0.126], [0.745, -0.702, -0.952], [-1.260, 0.010, -1.588], [1.571, -0.960, 1.114], [-0.929, 1.249, -1.583], [-0.318, -1.524, 0.470], [-0.381, 0.606, 0.503], [0.410, -0.806, 2.073], [0.143, 0.910, 0.258], [-0.113, 0.663, -0.212], [0.255, 0.405, -0.293], [0.154, 0.176, 0.310], [0.130, -0.522, 0.769], [-0.014, -0.680, -1.659], [0.231, 0.780, -0.401], [-0.357, -0.338, 0.158], [-0.901, -0.849, -0.278], [2.703, 0.167, 3.708], [-0.293, 1.475, 0.523], [-0.627, -0.050, -0.418], [0.579, 1.065, -0.380], [0.399, 0.070, 0.509], [-1.273, -0.717, -2.262], [-0.553, -0.475, -0.515]]}